# 1
C24H17AlN5O5SSe2 | ωB97M-V/def2-TZVPD

Values from the calculation:
Kohn-Sham gap (eV): 7.3
Spin multiplicity: 1
Charge: +1
LUMO (eV): -3.42

Element x y z (Å)
1 Al -0.59371 -0.56999 -0.13227
2 C -2.55560 -0.59320 4.18147
3 N -1.14689 -0.53224 3.80647
4 C -0.09530 -1.06326 4.53044
5 C 1.02741 -0.85363 3.82311
6 N 0.65887 -0.18309 2.66137
7 C -0.69176 -0.00743 2.66283
8 S -1.69698 0.70178 1.47270
9 C 1.56885 0.31467 1.70629
10 C 2.85758 0.64182 2.09933
11 C 3.72258 1.14792 1.14848
12 C 3.27068 1.34357 -0.14798
13 C 1.97207 0.99555 -0.44789
14 N 1.13073 0.46718 0.45623
15 H -2.62372 -1.09143 5.14371
16 H -3.10536 -1.15331 3.42783
17 H -2.96175 0.41221 4.25903
18 H -0.24921 -1.56516 5.46831
19 H 2.03524 -1.17154 4.01303
20 H 3.17474 0.53672 3.12550
21 H 4.73505 1.40602 1.42727
22 H 3.90534 1.76330 -0.91409
23 H 1.55819 1.14976 -1.43251
24 O -1.56797 -6.33728 -0.63440
25 C -1.37049 -5.16489 -0.54541
26 C -0.14206 -4.48496 0.09479
27 O 0.88169 -5.01303 0.44669
28 C -0.49209 -3.06662 0.11331
29 C -1.69074 -2.80671 -0.49523
30 O -2.09045 -1.55391 -0.60443
31 C -2.31683 -4.03501 -1.01209
32 O -3.29910 -4.14995 -1.69271
33 O 0.23322 -2.03615 0.55515
34 Se -2.33309 0.75953 -2.42469
35 Se -1.66314 2.73286 -3.44787
36 C -0.92988 3.65364 -1.91349
37 C -1.02353 5.04194 -1.93368
38 C -0.49881 5.74654 -0.86624
39 C 0.06817 5.04091 0.18559
40 C 0.09498 3.66105 0.10741
41 N -0.37691 2.96746 -0.93093
42 C -0.85580 -0.34845 -2.97345
43 C -0.73224 -0.79958 -4.27349
44 C 0.32627 -1.63706 -4.59445
45 C 1.22306 -2.00938 -3.60484
46 C 1.02756 -1.53332 -2.32420
47 N 0.01826 -0.70264 -2.01779
48 H -1.51220 5.55195 -2.75273
49 H -0.54963 6.82686 -0.84563
50 H 0.47363 5.54449 1.05144
51 H 0.51209 3.07595 0.92010
52 H -1.46488 -0.51201 -5.01307
53 H 0.43437 -2.00905 -5.60446
54 H 2.04793 -2.67698 -3.80503
55 H 1.67155 -1.82244 -1.50285

***

# 2
C8H21FNO6S2 | ωB97M-V/def2-TZVPD

Values from the calculation:
Kohn-Sham gap (eV): 7.8
Spin multiplicity: 1
Charge: +1
LUMO (eV): -4.71

Element x y z (Å)
1 C -1.06802 0.84426 -2.57315
2 C -1.19644 0.38993 -1.09373
3 O -2.17496 -0.12056 -0.71002
4 O -0.09282 0.64550 -0.23100
5 C -0.00494 2.07344 -0.08689
6 C 0.83184 2.47235 1.14836
7 N -0.01446 2.37692 2.40981
8 S 0.87632 1.34966 3.60644
9 S -0.40842 3.92410 3.14172
10 O -0.45468 4.96464 2.18584
11 O -1.64971 3.74835 3.79396
12 F 0.76827 4.16647 4.16377
13 H -1.96106 0.58656 -3.16393
14 H -0.11989 0.47756 -3.01226
15 H -1.00657 1.95967 -2.57635
16 H 0.49964 2.47584 -0.99185
17 H -1.04701 2.46551 0.00667
18 H 1.75647 1.86644 1.22181
19 H 1.18517 3.51265 0.96817
20 H -0.89081 1.87250 2.18400
21 H 1.24359 0.24511 2.87866
22 C -0.12551 -2.14902 -6.81007
23 C -0.20123 -1.64760 -5.38163
24 O 0.13457 -0.26035 -5.31700
25 H 0.87696 -2.00016 -7.21404
26 H -0.37347 -3.21012 -6.86546
27 H -0.81515 -1.59447 -7.45139
28 H 0.50300 -2.18824 -4.74914
29 H -1.20866 -1.78637 -4.97464
30 H -0.49478 0.21685 -5.86992
31 C 0.30376 -3.54208 3.94656
32 C 1.17507 -3.14834 5.12320
33 O 1.47774 -1.75030 5.08064
34 H 0.80523 -3.30960 3.00458
35 H 0.07523 -4.60820 3.96883
36 H -0.63614 -2.98258 3.95670
37 H 2.11871 -3.69126 5.09862
38 H 0.67365 -3.37018 6.06886
39 H 0.63950 -1.27486 5.11528

***

# 3
H12O6 | ωB97M-V/def2-TZVPD

Values from the calculation:
Kohn-Sham gap (eV): 9.5
Spin multiplicity: 1
Charge: 0
Relative energy (zero: lowest compared OMol25 entry of this formula, charge and spin) (kcal/mol): 169.9
LUMO (eV): -0.36

Element x y z (Å)
1 O -0.32376 0.11359 0.08103
2 H -1.20648 -0.23592 -0.04097
3 H 0.25591 -0.60738 -0.16476
4 O -1.96899 -1.52312 -0.24481
5 H -1.90581 -2.13202 -0.98065
6 H -2.59209 -1.93441 0.35421
7 O 1.48472 0.52185 0.61861
8 H 0.77063 0.74058 1.21731
9 H 2.27794 0.61924 1.14545
10 O -0.93282 1.63994 1.30318
11 H -0.61489 0.86449 0.84076
12 H -1.39736 1.29188 2.06427
13 O 2.73361 -0.88805 0.02229
14 H 1.90182 -0.72356 0.46648
15 H 2.48374 -1.22844 -0.83674
16 O -0.18112 1.52414 -1.92807
17 H -0.84672 1.18661 -2.52747
18 H 0.06169 0.77057 -1.39011

***

# 4
C20H55F6N5O25PS5 | ωB97M-V/def2-TZVPD

Values from the calculation:
Kohn-Sham gap (eV): 9.4
Spin multiplicity: 1
Charge: -1
LUMO (eV): 1.31

Element x y z (Å)
1 P 0.34020 0.02869 1.37083
2 F -0.16894 -1.41243 0.72648
3 F 1.77230 -0.63306 1.43204
4 F 0.77335 0.50014 -0.13945
5 F 0.96897 1.41335 1.89828
6 F -1.14269 0.70977 1.36150
7 F 0.10490 -0.39250 2.92716
8 C 3.20806 -3.39150 2.51447
9 N 2.41186 -4.62570 2.11310
10 O 1.33546 -4.84956 2.66133
11 O 2.95054 -5.36460 1.37629
12 H 3.85490 -3.25469 1.64788
13 H 3.86990 -3.55656 3.36466
14 H 2.50322 -2.56011 2.52413
15 C 4.96137 0.17319 1.81700
16 N 5.86821 -0.82907 2.45879
17 O 7.06344 -0.65329 2.27981
18 O 5.34882 -1.64733 3.19883
19 H 4.45894 -0.37848 1.02244
20 H 5.55043 0.98978 1.39953
21 H 4.22322 0.56693 2.51573
22 C -1.32467 3.62404 3.19572
23 N -2.11538 4.74243 3.77652
24 O -1.94284 5.84624 3.35944
25 O -2.92023 4.45078 4.63407
26 H -1.37942 3.37472 2.13603
27 H -1.57929 2.77097 3.82466
28 H -0.29736 3.93371 3.38763
29 C 0.51520 -1.43522 6.20157
30 N 0.47972 0.06991 6.43582
31 O 1.20730 0.44866 7.38845
32 O -0.21769 0.74135 5.72656
33 H -0.50315 -1.79055 6.04407
34 H 0.96992 -1.87089 7.09124
35 H 1.16461 -1.62054 5.34599
36 C 3.76116 1.47529 -1.41850
37 N 3.77168 1.51663 -2.85691
38 O 3.43527 2.61297 -3.31700
39 O 4.27595 0.57287 -3.45250
40 H 3.68568 2.50668 -1.07408
41 H 4.72928 1.04532 -1.16161
42 H 2.89262 0.95435 -1.01555
43 O -0.62016 7.98555 -2.02711
44 S -0.93847 6.79082 -1.23619
45 O -1.67584 5.67887 -1.83203
46 O 0.45675 6.21080 -0.58695
47 C 0.55227 5.02784 0.23604
48 C 1.92744 4.51706 0.17823
49 C -1.73144 7.35084 0.35504
50 H -0.15474 4.24348 -0.03417
51 H 0.38662 5.20983 1.29790
52 H 2.22699 4.25814 -0.83732
53 H 1.93489 3.53713 0.65551
54 H 2.69758 5.23992 0.44742
55 H -2.11784 6.49626 0.91047
56 H -2.49981 7.99649 -0.07025
57 H -0.97333 7.88856 0.92442
58 O -2.35280 -3.01470 -4.90109
59 S -1.64721 -3.90837 -3.96252
60 O -0.20768 -3.84764 -3.86185
61 O -2.31198 -3.48523 -2.48593
62 C -2.26651 -4.37988 -1.32229
63 C -0.89542 -4.58734 -0.88509
64 C -2.29543 -5.66667 -4.02174
65 H -2.87371 -5.26855 -1.49452
66 H -2.81883 -3.82638 -0.56290
67 H -0.86989 -5.40291 -0.16239
68 H -0.44581 -3.70888 -0.42221
69 H -0.23200 -4.98576 -1.65270
70 H -3.34392 -5.70417 -3.72622
71 H -1.70564 -6.21474 -3.28698
72 H -2.13048 -6.06068 -5.02457
73 O -5.28768 -1.43608 3.60597
74 S -4.07698 -0.99488 4.34922
75 O -4.16439 -0.53424 5.73601
76 O -2.87149 -2.11904 4.12628
77 C -2.56391 -2.48482 2.82859
78 C -1.96718 -3.83182 2.94652
79 C -3.27385 0.35627 3.42454
80 H -1.88784 -1.80105 2.31529
81 H -3.46074 -2.55216 2.21274
82 H -2.67625 -4.65684 3.01483
83 H -1.24248 -3.87090 3.75978
84 H -1.52804 -4.15347 2.00218
85 H -3.54841 0.29813 2.37128
86 H -2.21206 0.22393 3.63234
87 H -3.73699 1.21206 3.91568
88 O -1.24922 -0.86429 -6.25476
89 S 0.12476 -0.61384 -5.72621
90 O 0.80909 0.64177 -5.95856
91 O 0.06324 -0.99141 -4.13422
92 C 1.14712 -0.55077 -3.28478
93 C 1.73445 -1.82779 -2.69156
94 C 1.26861 -1.99108 -6.39715
95 H 0.85255 0.09749 -2.45950
96 H 1.90883 -0.02075 -3.85662
97 H 2.29801 -1.57998 -1.79207
98 H 2.31166 -2.50336 -3.32286
99 H 1.02668 -2.42845 -2.12027
100 H 1.51165 -1.65908 -7.40651
101 H 0.57314 -2.82970 -6.36328
102 H 2.22141 -1.97639 -5.86796
103 O -3.94021 1.31411 -2.81076
104 S -2.82300 0.48146 -3.11672
105 O -2.93789 -0.41387 -4.29484
106 O -1.40500 1.40021 -3.28768
107 C -1.21072 2.53670 -2.41516
108 C -0.09402 3.34524 -2.98497
109 C -2.32726 -0.49221 -1.67368
110 H -1.00446 2.27337 -1.37776
111 H -2.11227 3.14906 -2.43351
112 H 0.12828 4.23813 -2.40064
113 H -0.34572 3.64372 -4.00264
114 H 0.79931 2.72168 -3.02029
115 H -1.32860 -0.92305 -1.74540
116 H -3.08010 -1.25899 -1.49097
117 H -2.36047 0.25458 -0.88041

***

# 5
C29H36Cl2N4NiO2P2 | ωB97M-V/def2-TZVPD

Values from the calculation:
⟨S²⟩: 2.009
Kohn-Sham gap (spin up / spin down) (eV): 6.1 / 6.1
Spin multiplicity: 3
Charge: 0
Relative energy (zero: lowest compared OMol25 entry of this formula, charge and spin) (kcal/mol): 15.6
LUMO (spin up / spin down) (eV): -1.40 / -1.37

Element x y z (Å)
1 Ni 0.32917 0.72718 0.91744
2 C -1.57688 1.64022 -3.66844
3 C -1.75139 0.31768 -3.59966
4 C -0.84301 -0.73588 -4.14832
5 C 0.68650 -0.48262 -4.20796
6 C 1.34386 0.29402 -3.08111
7 C 1.05930 1.56036 -2.70223
8 C 0.77400 2.57982 -3.74039
9 C -0.54823 2.34146 -4.50601
10 C 0.91803 1.10965 2.78897
11 H -2.32943 2.31139 -3.24852
12 H -2.77519 -0.06973 -3.43181
13 H -1.15027 -1.00773 -5.17603
14 H -1.02627 -1.65597 -3.57857
15 H 1.15996 -1.48439 -4.21515
16 H 0.92586 -0.04330 -5.19211
17 H 2.37554 -0.07837 -2.92054
18 H 1.16105 1.90039 -1.67036
19 H 1.58655 2.58094 -4.48284
20 H 0.74975 3.58111 -3.29633
21 H -0.94618 3.32701 -4.81922
22 H -0.31283 1.78108 -5.42098
23 H 0.22412 1.88915 3.16902
24 H 1.95598 1.50296 2.81253
25 H 0.84425 0.23055 3.46948
26 P 2.09896 -0.37271 0.48697
27 P -1.26119 -0.74930 0.74875
28 N 3.27690 0.76779 -0.18576
29 N 3.17855 -1.53765 1.16810
30 N -2.43800 0.46049 0.16196
31 N -2.36644 -1.84408 1.39130
32 C 1.10650 -1.23490 -0.76466
33 C -0.39390 -1.59475 -0.58028
34 C 3.25337 2.10894 0.25695
35 C 4.36675 2.75668 -0.25917
36 C 5.07375 1.81039 -1.08201
37 C 4.37516 0.61105 -1.03045
38 C 3.82302 -1.31801 2.39901
39 C 4.28491 -2.53189 2.88465
40 C 3.95526 -3.53850 1.91408
41 C 3.29470 -2.90364 0.87281
42 C -2.43780 1.70202 0.82466
43 C -3.26188 2.56957 0.13075
44 C -3.74418 1.87099 -1.01387
45 C -3.24599 0.57851 -0.93931
46 C -3.66498 -2.06790 0.89904
47 C -4.39879 -2.69099 1.88648
48 C -3.53963 -2.86477 3.02244
49 C -2.29035 -2.37707 2.68684
50 H 1.66515 -2.12016 -1.07346
51 H 1.11258 -0.54360 -1.63802
52 H -0.95210 -1.36579 -1.50024
53 H -0.50500 -2.66207 -0.35276
54 H 2.46229 2.47236 0.90228
55 H 4.64858 3.78342 -0.06566
56 H 5.99077 1.99626 -1.62097
57 H 4.54884 -0.34202 -1.52352
58 H 3.90954 -0.31100 2.79970
59 H 4.79739 -2.69677 3.83422
60 H 4.16800 -4.60798 1.99169
61 H 2.91602 -3.29045 -0.06544
62 H -1.90362 1.80340 1.74400
63 H -3.48843 3.57930 0.42550
64 H -4.36215 2.27721 -1.79239
65 H -3.43973 -0.26904 -1.57553
66 H -3.93503 -1.79103 -0.10724
67 H -5.44048 -2.96470 1.83561
68 H -3.80343 -3.27681 3.98256
69 H -1.34876 -2.34156 3.19858
70 Cl -2.98160 1.65193 6.84417
71 C -2.92777 0.05684 6.08919
72 Cl -4.55472 -0.62639 5.80565
73 C -2.19049 0.16189 4.67038
74 O -1.16829 -0.57169 4.68749
75 O -2.71983 0.90287 3.82963
76 H -2.37673 -0.63166 6.74448